Density functional theory data (ωB97M-V/def2-TZVPD) for a structure of composition C38H97BaF3N7O14S at a distorted geometry.

```
161
C38H97BaF3N7O14S (ωB97M-V/def2-TZVPD)
Ba 2.8091 -0.4622 -3.7333
C 1.8201 1.7161 0.8788
F 2.9752 2.1883 0.4011
F 1.7896 1.6674 2.1962
F 0.8146 2.5161 0.4271
S 1.5823 -0.1020 0.1770
O 1.7324 0.0336 -1.2929
O 2.7081 -0.9387 0.7775
O 0.2076 -0.4695 0.5717
C -5.6997 3.0374 3.6907
C -4.5808 2.6616 2.6839
C -3.1021 2.5925 3.2306
O -2.5431 3.9713 3.1935
C -1.1153 4.0232 3.3603
N -4.8819 1.3036 2.1946
H -5.5918 4.0212 4.1474
H -5.7405 2.3917 4.5679
H -6.6985 3.0052 3.2555
H -4.5321 3.3798 1.8655
H -2.5324 1.9275 2.5815
H -3.1038 2.3376 4.2904
H -0.5818 3.4840 2.5776
H -0.8936 3.5606 4.3220
H -0.7874 5.0615 3.4102
H -5.7001 1.3583 1.6050
H -4.1169 1.0851 1.5724
C 1.4442 -0.4697 4.7123
C 0.5803 -1.6801 5.0806
C -0.7049 -1.6399 4.1967
O -1.6638 -0.7076 4.8880
C -2.9842 -0.6964 4.3342
N 1.2311 -2.9547 4.9184
H 1.7871 -0.5432 3.6802
H 2.3857 -0.4975 5.2609
H 0.9772 0.4914 4.9278
H 0.3036 -1.7278 6.1338
H -1.2001 -2.6105 4.1683
H -0.4206 -1.2789 3.2083
H -2.8904 -0.7198 3.2485
H -3.5318 0.1442 4.7602
H -3.5905 -1.5184 4.7147
H 2.1641 -2.9256 5.3041
H 1.3612 -3.0186 3.9189
C -4.6708 0.4775 -1.4845
C -3.1910 0.6037 -1.1134
C -2.6070 2.0456 -0.9287
O -2.6941 2.8726 -2.0382
C -2.0457 4.1753 -1.8490
N -2.9717 -0.2106 0.1230
H -5.0094 -0.5380 -1.6898
H -5.1405 1.1225 -2.2270
H -5.2961 0.6585 -0.6102
H -2.5942 0.2074 -1.9349
H -1.5327 1.9132 -0.8003
H -2.9314 2.5431 -0.0147
H -2.3124 4.9465 -2.5716
H -0.9619 4.0631 -1.8161
H -2.4426 4.7069 -0.9842
H -1.9623 -0.2299 0.0963
H -3.2789 -1.1365 -0.1386
C 3.0966 -5.0510 -2.6091
C 2.6640 -3.6073 -2.7988
C 1.2841 -3.2413 -2.2062
O 0.8889 -2.0518 -2.8727
C -0.5463 -1.9975 -2.9795
N 3.7967 -2.7795 -2.3419
H 4.0476 -5.3878 -3.0217
H 2.3976 -5.7106 -3.1235
H 3.1402 -5.2301 -1.5348
H 2.7530 -3.4445 -3.8728
H 1.4517 -3.0940 -1.1393
H 0.6209 -4.0913 -2.3666
H -1.1311 -2.6376 -3.6401
H -0.9180 -1.0752 -3.4262
H -0.8683 -2.1457 -1.9487
H 4.5810 -2.9059 -2.9657
H 3.9686 -3.1715 -1.4271
C 5.6038 2.1301 -1.0064
C 4.8761 1.4417 -2.1329
C 5.4666 2.0082 -3.4328
O 4.7570 1.4270 -4.5082
C 5.0679 1.9203 -5.7900
N 5.1404 -0.0032 -1.9786
H 5.5436 1.5872 -0.0632
H 5.2492 3.1516 -0.8695
H 6.6722 2.0508 -1.2073
H 3.8107 1.6202 -1.9869
H 6.5147 1.7643 -3.6062
H 5.3325 3.0847 -3.5391
H 6.0922 1.5823 -5.9469
H 5.0830 3.0015 -5.9267
H 4.4759 1.4433 -6.5711
H 6.1482 -0.0704 -1.9724
H 4.9284 -0.2443 -1.0210
C -0.6651 6.9400 1.1418
C 0.7185 7.3296 0.6329
C 1.7600 6.3367 1.1567
O 1.9426 6.2153 2.5721
C 2.7112 5.0729 2.9497
N 0.6600 7.3150 -0.7878
H -0.6120 6.7871 2.2197
H -1.0748 5.9722 0.8526
H -1.3878 7.7243 0.9167
H 0.9532 8.3279 1.0022
H 2.7000 6.5872 0.6649
H 1.5504 5.3249 0.8095
H 2.1463 4.1448 3.0363
H 3.0080 5.1788 3.9931
H 3.5977 4.9023 2.3388
H 1.5441 7.4760 -1.2488
H 0.4710 6.3458 -0.9998
C 3.9387 -3.6971 2.2029
C 2.5630 -4.2103 1.8510
O 1.6345 -3.1137 1.9251
O 4.5124 -2.9402 1.1406
H 4.4925 -4.6232 2.3567
H 3.8397 -3.0732 3.0913
H 2.3645 -5.0506 2.5163
H 2.6194 -4.6450 0.8530
H 1.9092 -2.4393 1.2994
H 3.9884 -2.1358 1.1428
C 2.1920 3.4893 -3.9415
C 2.1072 4.2553 -2.7424
O 2.6245 5.5980 -2.7297
O 1.8260 2.1419 -3.6895
H 3.2237 3.4786 -4.2932
H 1.6099 3.8516 -4.7889
H 2.6244 3.6345 -2.0108
H 1.0947 4.3529 -2.3507
H 1.8707 6.1371 -2.9802
H 0.8725 2.1351 -3.5781
C -3.3549 -5.1140 1.5040
C -2.4035 -4.4779 0.4032
C -1.4282 -5.5603 -0.1032
C -2.0613 -6.5154 -1.0921
C -2.6241 -5.6434 -2.2896
C -3.6760 -4.5573 -1.8909
N -3.1647 -3.8269 -0.7017
O -3.9783 -2.8387 -0.2131
C -3.9345 -3.5861 -3.0667
C -5.0354 -5.3154 -1.5275
C -1.6052 -3.3303 1.0398
H -2.9646 -5.4012 2.4804
H -4.0169 -5.9333 1.2237
H -4.1207 -4.3645 1.7038
H -0.5272 -5.2270 -0.6182
H -0.9858 -6.2198 0.6435
H -2.8708 -7.1020 -0.6578
H -1.1968 -7.0573 -1.4755
H -3.0297 -6.2344 -3.1108
H -1.7593 -5.2301 -2.8086
H -4.8392 -3.0583 -2.7651
H -3.0287 -2.9878 -3.1642
H -4.1225 -3.9695 -4.0696
H -5.2369 -6.0283 -2.3271
H -5.0327 -5.8952 -0.6046
H -5.8028 -4.5845 -1.2726
H -0.9271 -3.6337 1.8375
H -2.3364 -2.6384 1.4577
H -0.9319 -3.0019 0.2480
H -4.7675 -3.2862 0.1007
```

Charge = +1
LUMO level = -3.56 eV